No. 1
C10H6N2Se | the ωB97M-V functional and the def2-TZVPD basis

Last column: natural (NBO) charge in e.
Cartesian coordinates (Å):
C 0.38 1.84 -0.30  -0.22
C -1.07 -1.59 2.20  -0.28
C 1.21 2.57 -1.18  0.03
C -1.93 -2.28 1.33  0.05
C -1.09 -1.23 -0.42  0.05
C 2.02 0.67 -2.37  -0.04
C 0.45 0.45 -0.50  -0.13
C -0.35 -0.47 0.33  -0.16
C -0.34 -0.51 1.73  -0.18
C 1.18 -0.01 -1.51  0.12
N 1.97 1.96 -2.05  -0.40
N -1.99 -2.17 0.03  -0.39
Se 0.65 0.58 2.97  0.29
H -0.30 2.18 0.43  0.22
H -1.03 -1.81 3.30  0.22
H 1.26 3.73 -1.03  0.20
H -2.46 -3.14 1.83  0.19
H -1.07 -1.13 -1.55  0.21
H 2.50 0.36 -3.24  0.21

Summary:
Energy in eV: -78788.6932
Max |F| in eV Å⁻¹: 6.5
Lowest unoccupied orbital energy (alpha / beta) in eV: -2.72 / -0.56
HOMO-LUMO gap (alpha / beta) in eV: 5.83 / 8.70

No. 2
C10H6O | the ωB97M-V functional and the def2-TZVPD basis

Last column: natural (NBO) charge in e.
Cartesian coordinates (Å):
C -0.38 3.57 0.63  -0.26
C -1.00 4.56 0.98  0.03
C 0.96 0.09 0.94  -0.29
C 0.48 -0.88 -0.02  -0.27
C 1.91 -0.62 1.65  0.45
C 1.32 -2.08 0.19  0.31
C 0.55 1.42 1.23  -0.05
C -0.09 2.23 0.34  -0.24
C -0.62 -0.90 -0.80  0.06
C -1.04 -2.08 -1.58  -0.68
O 2.18 -1.84 1.12  -0.46
H 0.83 1.81 2.20  0.23
H -0.35 1.89 -0.65  0.22
H -1.26 -0.03 -0.86  0.21
H -0.31 -2.88 -1.48  0.25
H -1.16 -1.81 -2.63  0.24
H -2.02 -2.43 -1.23  0.24

Summary:
Energy in eV: -12503.0110
Max |F| in eV Å⁻¹: 4.9
Lowest unoccupied orbital energy (alpha / beta) in eV: -2.86 / -2.50
HOMO-LUMO gap (alpha / beta) in eV: 6.69 / 6.54

No. 3
C10H7Br2N | the ωB97M-V functional and the def2-TZVPD basis

Last column: natural (NBO) charge in e.
Cartesian coordinates (Å):
C 0.24 0.17 -2.75  0.21
C -0.20 -0.84 -1.93  -0.24
C 0.52 -1.02 -0.61  -0.22
C 1.19 0.22 0.13  -0.22
C -0.35 -1.22 0.67  -0.25
C 0.25 1.39 0.32  -0.34
C -1.27 0.00 0.91  -0.29
C -0.18 0.72 1.72  -0.23
C -1.02 1.00 -0.24  0.02
C 0.68 -0.44 1.44  0.00
N 0.86 0.97 -3.38  -0.32
Br -2.21 2.17 -1.03  0.16
Br 1.84 -1.23 2.77  0.03
H -1.00 -1.39 -2.32  0.23
H 1.04 -2.07 -0.52  0.26
H 2.16 0.55 -0.16  0.25
H -0.70 -2.19 0.85  0.23
H 0.78 2.35 0.09  0.26
H -2.32 -0.16 1.31  0.25
H -0.31 1.02 2.73  0.24

Summary:
Energy in eV: -152051.5425
Max |F| in eV Å⁻¹: 4.2
Lowest unoccupied orbital energy (alpha / beta) in eV: -0.24 / -1.00
HOMO-LUMO gap (alpha / beta) in eV: 8.37 / 7.00

No. 4
C10H7Cl2N2O6PdS | the ωB97M-V functional and the def2-TZVPD basis

Last column: natural (NBO) charge in e.
Cartesian coordinates (Å):
Pd 0.74 1.45 -1.23  1.08
Cl -4.06 -0.58 -0.37  -0.02
C -2.67 -0.62 0.67  -0.18
C -2.76 -1.28 1.90  -0.20
C -1.68 -1.36 2.73  -0.10
Cl -1.84 -2.22 4.25  -0.05
C -0.46 -0.76 2.38  -0.10
C 0.73 -0.84 3.15  -0.13
C 1.87 -0.22 2.72  -0.27
C 1.84 0.50 1.51  0.06
N 0.76 0.57 0.78  -0.39
C -0.38 -0.06 1.15  0.08
C -1.50 0.01 0.23  0.44
O -1.38 0.59 -0.89  -0.77
H -3.70 -1.75 2.18  0.23
H 0.71 -1.39 4.08  0.22
H 2.78 -0.27 3.29  0.22
H 2.71 1.03 1.15  0.23
O 0.35 3.61 -0.67  -0.50
N 1.54 4.00 -0.59  0.32
O 2.37 3.11 -0.80  -0.51
C -0.29 -0.89 -3.54  -0.91
S 1.25 -0.03 -3.40  2.37
O 0.93 1.43 -3.45  -0.95
O 2.08 -0.49 -4.49  -0.96
O 1.78 -0.37 -2.06  -0.98
H -0.61 -0.84 -4.58  0.23
H -1.02 -0.42 -2.87  0.28
H -0.10 -1.92 -3.24  0.23

Summary:
Energy in eV: -65108.3093
Max |F| in eV Å⁻¹: 1.5
Lowest unoccupied orbital energy (alpha / beta) in eV: 1.74 / 1.70
Net charge: -1
HOMO-LUMO gap (alpha / beta) in eV: 6.51 / 6.47

No. 5
C10H7CoN2O5 | the ωB97M-V functional and the def2-TZVPD basis

Last column: natural (NBO) charge in e.
Cartesian coordinates (Å):
O -1.71 -1.30 1.93  -0.48
C -2.61 -1.78 1.35  0.34
Co -1.78 -1.25 -2.62  0.52
C -0.36 -0.26 -2.76  0.45
O 0.63 0.32 -2.90  -0.39
C -2.17 -1.58 -4.38  0.46
O -2.37 -1.83 -5.50  -0.29
C -2.43 -0.06 -1.37  0.48
O -2.66 0.95 -0.84  -0.39
C -0.54 -2.26 -1.51  0.51
O 0.35 -2.76 -0.94  -0.39
H -3.19 -2.26 0.45  0.19
N 2.74 2.02 2.74  -0.47
C 1.86 1.41 1.91  0.20
C 1.17 2.14 0.91  -0.16
C 0.32 1.44 0.07  0.04
N 0.24 0.11 0.12  -0.38
C 0.84 -0.58 1.08  0.06
C 1.66 0.02 2.02  -0.16
H 2.94 3.00 2.70  0.44
H 3.24 1.54 3.47  0.44
H 1.32 3.21 0.78  0.26
H -0.32 2.01 -0.61  0.23
H 0.70 -1.66 1.14  0.24
H 2.13 -0.61 2.76  0.26

Summary:
Energy in eV: -61306.0248
Max |F| in eV Å⁻¹: 8.4
Lowest unoccupied orbital energy (alpha / beta) in eV: -7.30 / -10.62
Net charge: +2
HOMO-LUMO gap (alpha / beta) in eV: 5.77 / 6.77
Multiplicity: 5

No. 6
C10H7GdN3O6 | the ωB97M-V functional and the def2-TZVPD basis

Last column: Mulliken charge in e.
Cartesian coordinates (Å):
O -0.20 0.00 -5.71  0.00
C -0.12 -0.01 -4.58  0.23
Gd 0.26 -0.05 -1.82  0.69
O 2.20 -3.07 -2.33  0.00
C 1.50 -2.15 -2.28  0.34
C -1.64 1.98 -2.23  0.29
O -2.39 2.83 -2.34  -0.02
C -2.07 -1.58 -2.24  0.29
O -3.01 -2.23 -2.34  -0.03
C 1.97 1.68 -2.29  0.34
O 2.86 2.41 -2.34  0.00
C 2.43 -0.22 2.77  -0.87
N 1.08 -0.09 2.21  0.10
C 0.03 0.03 3.07  0.15
C -1.25 0.15 2.58  -1.12
C -1.48 0.16 1.20  1.05
N -0.41 0.04 0.37  0.03
C 0.85 -0.09 0.89  0.31
O 1.77 -0.20 -0.03  -0.65
N -2.65 0.28 0.58  -0.26
H 2.87 -1.17 2.47  0.37
H 2.35 -0.20 3.85  0.31
H 3.05 0.62 2.45  0.37
H 0.27 0.01 4.14  0.42
H -2.09 0.24 3.26  0.40
H -3.51 0.38 1.11  0.28
H -2.67 0.28 -0.43  -0.01

Summary:
Energy in eV: -48044.3246
Max |F| in eV Å⁻¹: 6.4
Lowest unoccupied orbital energy (alpha / beta) in eV: -14.46 / -12.29
Net charge: +3
HOMO-LUMO gap (alpha / beta) in eV: 5.52 / 7.71
Multiplicity: 8

Repeat the fifth record exactly.
C10H7CoN2O5 | the ωB97M-V functional and the def2-TZVPD basis

Last column: natural (NBO) charge in e.
Cartesian coordinates (Å):
O -1.71 -1.30 1.93  -0.48
C -2.61 -1.78 1.35  0.34
Co -1.78 -1.25 -2.62  0.52
C -0.36 -0.26 -2.76  0.45
O 0.63 0.32 -2.90  -0.39
C -2.17 -1.58 -4.38  0.46
O -2.37 -1.83 -5.50  -0.29
C -2.43 -0.06 -1.37  0.48
O -2.66 0.95 -0.84  -0.39
C -0.54 -2.26 -1.51  0.51
O 0.35 -2.76 -0.94  -0.39
H -3.19 -2.26 0.45  0.19
N 2.74 2.02 2.74  -0.47
C 1.86 1.41 1.91  0.20
C 1.17 2.14 0.91  -0.16
C 0.32 1.44 0.07  0.04
N 0.24 0.11 0.12  -0.38
C 0.84 -0.58 1.08  0.06
C 1.66 0.02 2.02  -0.16
H 2.94 3.00 2.70  0.44
H 3.24 1.54 3.47  0.44
H 1.32 3.21 0.78  0.26
H -0.32 2.01 -0.61  0.23
H 0.70 -1.66 1.14  0.24
H 2.13 -0.61 2.76  0.26

Summary:
Energy in eV: -61306.0248
Max |F| in eV Å⁻¹: 8.4
Lowest unoccupied orbital energy (alpha / beta) in eV: -7.30 / -10.62
Net charge: +2
HOMO-LUMO gap (alpha / beta) in eV: 5.77 / 6.77
Multiplicity: 5